Below is a 2-piece molecular cluster, C5H3N3O overall at a distorted geometry, with properties calculated with the ωB97M-V functional and the def2-TZVPD basis.

The value obtained for the highest occupied orbital energy is -10.6 eV. The value obtained for the total energy is -431.58050 hartree. The calculation puts the energy above the lowest of the compared OMol25 structures with the same formula, charge and spin at 591.1 kJ/mol. Its spin multiplicity is 1. The total charge is 0. Its HOMO-LUMO gap is 8.304 eV. For the largest force on an atom, the calculation gives 10.3 eV/Å.

Structure (XYZ):
```
12
Properties=species:S:1:pos:R:3:nbo_charge:R:1
C -0.61825 -0.63264 -1.06483 0.107
C -0.87806 -0.24901 0.22757 -0.306
C 0.11838 0.51551 0.96425 0.416
C -0.07707 1.25677 2.18284 0.174
C 0.62055 -0.80018 -1.86710 0.210
H -2.58867 -1.94894 -0.72505 0.297
H -1.40715 -2.02440 -2.34097 0.382
H -1.91666 -0.67809 0.53187 0.251
N -1.74846 -1.00538 -1.82513 -0.659
N 0.06941 2.08128 3.10233 -0.242
N 1.76085 -1.05804 -2.21732 -0.199
O 1.29332 0.49796 0.80732 -0.433
```